{
  "formula": "C19H32ErN6OS4",
  "method": "ωB97M-V/def2-TZVPD",
  "elements": ["Er", "C", "C", "S", "C", "C", "S", "C", "C", "S", "C", "C", "S", "H", "H", "H", "H", "H", "H", "H", "H", "H", "H", "H", "H", "H", "H", "H", "H", "N", "C", "O", "C", "C", "C", "C", "N", "C", "H", "H", "H", "H", "H", "H", "C", "C", "C", "C", "N", "C", "N", "N", "N", "H", "H", "H", "H", "H", "H", "H", "H", "H", "H"],
  "coordinates": [[0.98727, 0.41660, 0.38142], [2.35526, 1.76130, 3.71065], [3.39457, 2.18581, 2.68516], [2.54311, 2.78580, 1.20274], [3.85598, 2.95966, -0.03247], [4.68080, 1.72072, -0.33461], [3.72136, 0.22078, -0.73752], [4.54245, -0.96724, 0.37767], [3.81427, -2.29299, 0.42427], [2.09242, -2.23062, 0.98605], [2.16326, -2.30859, 2.79876], [2.54652, -1.03485, 3.53030], [1.35469, 0.31559, 3.23966], [1.64021, 2.56002, 3.90770], [2.82553, 1.51350, 4.66178], [4.06481, 1.36859, 2.42326], [3.98848, 3.00722, 3.08524], [4.51792, 3.75869, 0.29922], [3.33686, 3.32648, -0.91883], [5.33531, 1.45651, 0.49458], [5.31280, 1.92471, -1.19741], [4.62544, -0.51237, 1.36130], [5.54462, -1.11818, -0.02257], [4.34755, -2.98937, 1.07091], [3.76218, -2.74931, -0.56350], [2.86395, -3.10372, 3.05430], [1.17167, -2.65308, 3.09363], [3.53944, -0.68595, 3.25396], [2.53242, -1.22114, 4.60402], [-4.03269, 3.62043, -2.75174], [-3.24468, 2.66686, -2.24766], [-3.08216, 1.55509, -2.73818], [-2.51498, 2.95247, -0.95834], [-3.06229, 3.53895, 0.17329], [-2.33687, 3.51225, 1.36104], [-1.12474, 2.86066, 1.38675], [-0.58921, 2.28192, 0.29267], [-1.26863, 2.37741, -0.85524], [-4.55430, 3.43012, -3.59415], [-4.08802, 4.54535, -2.36111], [-4.05049, 3.98590, 0.14586], [-2.72613, 3.95963, 2.26597], [-0.56106, 2.78494, 2.30889], [-0.83243, 1.93141, -1.73733], [-2.64015, -4.37391, -2.54957], [-3.62210, -3.20595, -2.62188], [-5.03110, -3.65996, -2.99408], [-3.69793, -2.47528, -1.28302], [-2.42295, -1.76554, -0.96674], [-1.72247, -0.92671, -1.73683], [-0.68146, -0.54032, -1.03608], [-0.79170, -1.15423, 0.16999], [-1.82269, -1.90665, 0.21692], [-2.50892, -4.82488, -3.53343], [-3.02025, -5.14692, -1.87676], [-1.64891, -4.07074, -2.19362], [-3.27999, -2.49750, -3.38500], [-5.43216, -4.34124, -2.23777], [-5.00950, -4.19607, -3.94297], [-5.71746, -2.81704, -3.09932], [-3.84599, -3.17590, -0.46518], [-4.49901, -1.73750, -1.26599], [-1.99774, -0.60164, -2.72905]],
  "forces_ev_per_a": [[0.613, 0.270, 0.152], [0.001, -0.001, -0.036], [0.009, 0.037, -0.022], [-0.294, -0.290, -0.119], [-0.042, -0.011, 0.029], [-0.006, 0.007, -0.070], [-0.464, 0.035, 0.144], [0.030, -0.021, -0.092], [-0.015, 0.003, 0.055], [-0.173, 0.199, -0.131], [0.031, 0.029, -0.026], [-0.031, 0.000, 0.004], [-0.127, -0.051, -0.280], [0.013, 0.039, 0.027], [0.016, 0.018, 0.026], [0.022, -0.024, 0.063], [0.037, 0.002, 0.045], [0.038, 0.051, -0.025], [0.015, 0.010, -0.030], [0.000, 0.028, 0.012], [0.058, 0.027, 0.007], [0.024, -0.013, 0.059], [0.050, -0.016, 0.016], [0.029, -0.042, -0.005], [0.033, -0.026, -0.045], [-0.013, -0.032, 0.031], [-0.022, -0.007, 0.029], [0.026, -0.029, -0.004], [0.042, -0.019, 0.029], [0.033, -0.109, 0.080], [-0.086, -0.003, -0.139], [0.006, 0.155, 0.017], [-0.252, 0.079, 0.033], [-0.035, 0.093, -0.012], [-0.103, 0.067, 0.023], [0.046, -0.041, -0.015], [0.170, -0.269, 0.104], [0.182, -0.163, 0.047], [-0.001, -0.018, -0.026], [0.022, 0.016, 0.001], [0.052, -0.021, 0.026], [0.001, -0.011, -0.044], [0.016, -0.001, 0.004], [0.010, -0.064, -0.056], [-0.035, -0.003, -0.011], [0.107, 0.008, 0.019], [-0.020, -0.090, -0.007], [0.121, -0.046, -0.079], [-0.251, -0.288, 0.067], [-0.159, -0.166, 0.044], [0.431, 0.103, 0.334], [-0.105, 0.037, -0.060], [-0.119, 0.393, -0.338], [-0.018, 0.016, 0.049], [0.041, 0.030, -0.017], [-0.054, -0.013, -0.033], [-0.047, 0.028, -0.010], [0.020, 0.046, -0.057], [-0.015, 0.018, 0.046], [0.050, -0.044, 0.013], [-0.005, -0.001, 0.090], [0.089, 0.112, 0.001], [0.009, -0.025, 0.066]],
  "nbo_charge": [1.70, -0.53, -0.54, 0.25, -0.54, -0.52, 0.22, -0.51, -0.55, 0.26, -0.54, -0.52, 0.22, 0.26, 0.28, 0.21, 0.28, 0.28, 0.26, 0.24, 0.28, 0.21, 0.27, 0.28, 0.27, 0.28, 0.27, 0.22, 0.28, -0.77, 0.67, -0.64, -0.15, -0.09, -0.22, 0.07, -0.61, 0.09, 0.44, 0.42, 0.26, 0.27, 0.21, 0.22, -0.62, -0.23, -0.61, -0.22, -0.12, 0.25, -0.43, -0.19, 0.06, 0.25, 0.23, 0.19, 0.20, 0.22, 0.25, 0.22, 0.25, 0.24, 0.30],
  "multiplicity": 4,
  "total_energy_ev": -102151.0858,
  "homo_energy_ev": [-17.72, -17.72],
  "charge": 3,
  "largest_force_ev_per_a": 0.7,
  "homo_lumo_gap_ev": [8.62, 8.75],
  "lumo_energy_ev": [-9.095, -8.965]
}